# 1
144
Properties=species:S:1:pos:R:3:forces:R:3:lowdin_charge:R:1 method="wB97M-V/def2-TZVPD" de_lowest_kcal_mol=63.95 gap_ev=10.21 e_homo_ev=-9.566 charge=0
C -11.189 -12.233 16.214 -0.308 1.310 -0.346 -0.0693
C -12.566 -11.890 15.662 1.436 0.436 -2.807 -0.2935
O -13.343 -12.993 15.183 0.311 -0.250 1.719 -0.0965
H -10.614 -11.278 16.375 -0.413 -0.894 -0.384 0.1066
H -10.679 -12.871 15.508 0.433 -0.215 0.153 0.0392
H -11.321 -12.653 17.189 0.152 -0.759 0.558 0.0512
H -12.461 -11.233 14.757 0.047 -0.475 0.717 0.1059
H -13.066 -11.323 16.373 -1.395 0.940 1.430 0.0879
H -13.508 -13.507 16.010 -0.164 -0.002 -1.055 0.0783
C -4.570 -18.030 14.208 -2.810 0.959 -1.971 -0.0454
C -4.587 -16.521 13.923 1.725 0.321 0.180 -0.2791
O -5.855 -15.913 14.151 0.476 -0.273 -0.182 -0.1254
H -5.250 -18.508 13.435 1.194 0.334 0.450 0.0785
H -5.158 -18.206 15.066 -0.211 -0.173 1.573 0.0579
H -3.636 -18.505 14.248 1.300 -0.435 -0.020 0.0606
H -4.253 -16.323 12.893 -0.251 -0.133 -0.030 0.1104
H -3.842 -15.947 14.519 -0.571 -0.515 0.041 0.1210
H -6.425 -16.346 13.516 -1.111 -0.378 -0.521 0.0494
C -6.671 -13.659 17.200 -0.727 -0.598 -2.551 -0.0666
C -5.838 -14.907 17.006 0.885 -1.379 0.000 -0.3056
O -6.649 -16.101 17.014 -0.319 0.630 -1.059 -0.1230
H -7.240 -13.711 18.125 0.218 0.409 0.085 0.0717
H -7.434 -13.669 16.304 1.211 0.285 1.675 0.0995
H -6.012 -12.793 17.033 -0.504 0.033 0.564 0.0742
H -5.078 -15.134 17.771 -0.365 0.609 0.105 0.1192
H -5.263 -14.930 16.052 -0.506 0.504 0.583 0.0793
H -7.063 -16.107 16.120 0.301 -0.305 0.846 0.0654
C -10.386 -14.283 8.362 -0.639 0.479 1.792 -0.0434
C -10.341 -13.556 9.772 -0.685 -0.097 -1.798 -0.2293
O -10.527 -12.149 9.482 0.070 0.337 0.035 -0.1211
H -11.357 -14.064 7.938 -0.154 0.262 -0.329 0.0689
H -10.317 -15.366 8.358 0.263 -0.147 0.451 0.0448
H -9.604 -13.859 7.774 0.453 0.222 -0.613 0.0595
H -9.362 -13.657 10.197 0.325 -0.445 0.641 0.0797
H -11.178 -13.890 10.419 0.819 0.150 -0.244 0.0915
H -9.766 -11.606 9.759 -0.472 -0.749 -0.099 0.0723
C -5.308 -11.288 13.601 -1.378 0.432 -1.282 -0.0819
C -5.187 -12.800 13.656 0.568 0.537 1.871 -0.3174
O -6.307 -13.401 13.068 0.355 -1.705 -0.788 -0.1368
H -5.373 -10.837 12.556 0.366 -0.861 1.123 0.0993
H -4.554 -10.760 14.162 0.356 -0.029 0.179 0.0665
H -6.290 -11.074 14.039 0.191 0.260 0.124 0.0591
H -5.215 -13.099 14.760 0.528 0.374 -1.234 0.1135
H -4.240 -13.127 13.206 -0.181 -0.198 0.018 0.1172
H -6.105 -14.385 13.142 -0.692 1.411 0.087 0.0710
C -17.879 -12.716 15.319 1.911 -1.873 0.893 -0.0776
C -17.016 -12.066 14.306 1.283 -1.391 -1.072 -0.2744
O -15.955 -12.994 13.896 0.472 0.708 0.566 -0.1346
H -18.228 -13.689 14.987 -0.502 0.135 -0.434 0.0845
H -18.635 -12.061 15.593 -1.705 0.947 0.660 0.0520
H -17.282 -13.026 16.216 -0.347 0.732 -0.523 0.0978
H -16.594 -11.141 14.622 0.448 0.721 0.550 0.1068
H -17.499 -11.871 13.376 -0.969 0.315 -0.536 0.1026
H -15.092 -12.553 14.039 -0.411 -0.446 0.000 0.0556
C -14.118 -17.249 15.894 1.077 0.073 -1.316 -0.0628
C -14.517 -16.150 14.933 -2.837 -0.434 1.148 -0.2940
O -15.171 -15.094 15.684 0.503 0.144 -0.416 -0.1126
H -14.952 -17.478 16.515 -0.480 -0.641 0.533 0.0699
H -13.260 -16.916 16.476 -0.071 0.146 0.390 0.0540
H -13.702 -18.100 15.302 -0.714 0.299 0.544 0.0961
H -15.222 -16.511 14.157 0.278 -0.003 0.332 0.1271
H -13.669 -15.819 14.468 2.181 1.200 -1.300 0.0394
H -15.352 -14.311 15.098 0.010 -0.958 0.323 0.0463
C -11.482 -18.142 9.196 -0.009 -0.887 -0.376 -0.0750
C -11.153 -18.503 10.638 1.465 -0.021 -1.026 -0.3419
O -12.269 -18.729 11.447 -0.747 1.139 0.030 -0.0493
H -12.227 -17.359 9.100 -0.175 0.100 0.186 0.0637
H -11.837 -19.036 8.652 0.141 0.479 0.003 0.0817
H -10.562 -17.753 8.730 -0.263 -0.304 -0.005 0.0681
H -10.565 -17.651 10.974 -0.142 0.007 0.755 0.0715
H -10.444 -19.348 10.653 -0.368 0.121 0.037 0.1324
H -12.318 -19.609 11.792 0.231 -0.693 0.207 0.0884
C -14.803 -15.277 10.846 -0.015 -1.458 0.475 -0.0601
C -13.536 -14.842 11.592 -0.482 0.620 -1.020 -0.2695
O -12.436 -15.691 11.330 0.609 -1.285 -0.910 -0.1291
H -14.985 -16.394 10.935 0.333 1.075 0.243 0.0943
H -14.805 -15.116 9.766 0.177 0.462 0.163 0.0718
H -15.647 -14.800 11.337 -0.219 0.185 -0.252 0.0653
H -13.674 -14.884 12.659 -0.497 0.444 0.404 0.0784
H -13.263 -13.789 11.273 -0.126 -1.148 0.533 0.1200
H -12.697 -16.643 11.212 -0.057 1.218 0.408 0.0853
C -9.553 -15.677 14.996 -0.233 0.173 0.202 -0.0418
C -10.739 -15.724 14.016 1.572 0.242 0.124 -0.2191
O -10.256 -16.197 12.732 -1.085 0.769 0.863 -0.1322
H -8.625 -15.314 14.555 -0.166 0.424 -0.279 0.0599
H -9.312 -16.691 15.332 -0.282 0.054 0.090 0.0567
H -9.768 -15.059 15.884 0.004 -0.257 -0.347 0.0827
H -11.318 -14.807 13.863 0.518 0.281 0.195 0.1099
H -11.423 -16.422 14.424 -0.912 -0.981 0.253 0.0878
H -10.960 -15.831 12.153 0.212 -0.484 -0.520 0.0481
C -14.573 -10.407 12.211 3.441 0.558 0.531 -0.0628
C -13.629 -10.346 11.001 -1.310 -0.264 -0.985 -0.3129
O -12.612 -11.320 11.180 0.159 0.284 -0.850 -0.1082
H -15.153 -9.540 12.343 -1.094 0.952 -0.211 0.0599
H -13.856 -10.377 13.070 -0.646 -0.241 -0.268 0.0810
H -15.105 -11.315 12.251 -0.777 -0.921 -0.123 0.0403
H -13.228 -9.350 10.755 0.116 -0.064 0.726 0.1098
H -14.231 -10.569 10.090 0.260 -0.184 0.319 0.1126
H -12.125 -11.399 10.325 -0.078 -0.164 0.891 0.0643
C -7.558 -20.024 13.613 -0.116 -1.773 1.450 -0.0837
C -8.678 -19.431 14.471 -0.046 -0.857 1.247 -0.3279
O -9.972 -19.422 13.881 -0.449 2.166 -1.571 -0.1060
H -7.878 -20.984 13.108 0.149 1.283 0.275 0.0933
H -6.698 -20.346 14.282 -0.928 0.590 -0.662 0.0902
H -7.227 -19.264 12.960 0.474 0.485 -1.230 0.0133
H -8.398 -18.477 14.938 0.016 0.101 -0.596 0.0863
H -8.825 -20.049 15.367 0.125 -0.165 -0.203 0.1087
H -10.133 -18.572 13.340 0.641 -1.807 1.177 0.0930
C -6.935 -15.315 10.659 0.231 0.746 -1.378 -0.0908
C -7.622 -16.633 10.797 2.640 -0.839 0.309 -0.3122
O -7.868 -16.862 12.157 0.432 -0.800 0.504 -0.1052
H -5.926 -15.341 11.091 -0.291 0.025 0.084 0.0711
H -7.516 -14.517 11.126 0.165 0.065 -0.157 0.0589
H -6.798 -15.127 9.570 -0.071 0.286 0.610 0.0948
H -6.824 -17.377 10.498 -1.098 0.263 0.118 0.1327
H -8.442 -16.748 10.115 -0.893 -0.069 -0.036 0.0927
H -8.715 -16.476 12.438 -0.410 0.123 -0.157 0.0215
C -8.792 -11.060 12.172 1.173 0.416 0.632 -0.0735
C -9.491 -11.919 13.228 -1.604 0.839 -0.143 -0.3154
O -8.572 -12.351 14.191 0.066 -0.630 -0.325 -0.1028
H -7.964 -11.597 11.675 -0.347 -0.210 0.237 0.0749
H -8.278 -10.218 12.677 -0.390 -0.259 -0.236 0.0865
H -9.410 -10.656 11.391 -0.654 0.209 -0.049 0.0462
H -10.076 -12.716 12.714 0.521 -0.077 0.351 0.1095
H -10.280 -11.369 13.814 0.770 -0.104 -0.857 0.1091
H -7.896 -12.831 13.680 0.366 -0.053 0.472 0.0342
C -10.493 -18.561 18.224 -0.387 1.966 -0.076 -0.0712
C -9.362 -17.632 18.652 0.881 -2.337 -1.211 -0.2808
O -8.213 -18.144 17.944 -0.076 -0.051 -0.184 -0.1160
H -10.332 -19.501 18.656 0.336 -1.615 0.201 0.0564
H -10.551 -18.576 17.135 0.052 -0.285 0.002 0.0741
H -11.454 -18.219 18.604 -0.114 0.091 0.044 0.0517
H -9.110 -17.829 19.679 -0.446 0.818 0.874 0.1055
H -9.514 -16.629 18.333 -0.309 1.082 0.319 0.0885
H -7.507 -17.486 17.969 -0.002 0.122 -0.103 0.0354
C -11.593 -14.817 20.166 -0.448 0.458 0.419 -0.0805
C -12.556 -15.505 19.184 1.761 0.293 -0.839 -0.3029
O -13.081 -14.493 18.333 -0.851 -0.345 -0.712 -0.1041
H -11.052 -15.527 20.768 0.207 -0.582 0.108 0.0569
H -12.145 -14.203 20.908 0.100 -0.189 -0.588 0.0794
H -10.826 -14.162 19.711 -0.580 -0.386 -0.229 0.0762
H -13.364 -16.011 19.683 -0.254 -0.313 0.465 0.1071
H -11.999 -16.255 18.541 -0.503 0.689 0.802 0.0866
H -13.740 -14.935 17.753 0.353 0.500 0.346 0.0652

---

# 2
76
Properties=species:S:1:pos:R:3:forces:R:3:mulliken_spin:R:1 method="wB97M-V/def2-TZVPD" multiplicity=2 de_lowest_kcal_mol=40.14 gap_ev="5.82 / 5.37" e_homo_ev="-6.476 / -6.040" charge=0
Mn 0.695 0.147 -1.200 -0.263 0.613 0.494 1.0481
O 2.242 1.464 -2.378 0.405 0.360 -0.136 -0.0175
C 1.221 1.810 -1.784 -0.020 -0.363 -0.264 0.0189
C 0.790 3.182 -1.474 -0.266 0.331 0.202 -0.0644
C 1.306 4.357 -2.015 -0.067 -0.165 0.064 -0.0242
C 0.738 5.564 -1.650 -0.047 0.080 0.028 0.0022
C -0.337 5.601 -0.763 0.017 -0.004 -0.009 -0.0073
C -0.853 4.431 -0.225 0.025 0.029 -0.044 0.0077
C -0.277 3.214 -0.569 0.177 0.084 -0.225 -0.0143
P -0.816 1.549 -0.038 0.324 -0.312 -0.311 -0.0150
C -0.709 1.568 1.782 0.053 -0.027 0.009 -0.0142
C -0.301 2.652 2.549 -0.030 -0.022 -0.008 0.0012
C -0.172 2.526 3.926 0.004 -0.013 0.035 0.0000
C -0.448 1.319 4.550 0.014 0.040 0.014 0.0004
C -0.840 0.227 3.788 -0.009 -0.036 0.039 0.0020
C -0.957 0.350 2.416 0.012 -0.024 -0.041 0.0349
C -2.603 1.643 -0.385 -0.028 -0.105 0.061 0.0058
C -2.979 1.922 -1.698 0.008 -0.021 -0.034 0.0029
C -4.318 1.953 -2.048 -0.006 0.001 -0.020 0.0009
C -5.295 1.705 -1.094 -0.012 -0.006 0.006 -0.0001
C -4.926 1.422 0.211 -0.045 -0.012 0.005 0.0001
C -3.585 1.387 0.566 -0.004 0.027 0.045 -0.0028
H 2.124 4.306 -2.722 0.016 -0.012 -0.009 0.0009
H 1.117 6.488 -2.067 0.003 0.026 -0.003 0.0000
H -0.782 6.552 -0.501 -0.006 0.024 0.000 -0.0005
H -1.706 4.467 0.441 -0.018 -0.001 0.015 -0.0001
H -0.063 3.595 2.078 -0.006 0.025 -0.017 -0.0009
H 0.147 3.378 4.512 0.009 0.012 0.015 -0.0001
H -0.349 1.227 5.623 0.002 0.000 0.023 -0.0001
H -1.045 -0.724 4.264 -0.003 -0.011 0.013 0.0000
H -1.229 -0.509 1.813 -0.047 -0.056 -0.030 -0.0098
H -2.221 2.080 -2.456 0.001 0.011 0.006 -0.0004
H -4.595 2.155 -3.075 -0.008 0.005 -0.016 0.0001
H -6.341 1.729 -1.370 -0.020 -0.006 -0.005 0.0000
H -5.682 1.225 0.961 -0.019 0.001 0.006 0.0000
H -3.313 1.170 1.591 0.012 0.006 -0.003 0.0002
C 4.481 0.436 3.028 0.073 -0.018 0.089 -0.0002
O 3.224 0.647 2.400 -0.033 0.015 0.111 -0.0004
C 3.066 0.413 1.092 -0.020 0.330 -0.431 0.0090
O 1.961 0.572 0.610 0.013 -0.514 0.050 0.0106
N 4.179 0.062 0.394 -0.094 -0.097 0.125 -0.0020
N 4.045 -0.221 -0.961 0.122 -0.178 -0.047 0.0032
H 4.312 0.608 4.087 0.011 -0.004 -0.026 0.0000
H 5.230 1.150 2.674 -0.019 -0.009 0.010 0.0000
H 4.833 -0.588 2.882 -0.008 0.020 -0.006 0.0000
H 5.093 0.212 0.789 -0.046 0.030 -0.014 0.0000
H 4.618 -1.014 -1.212 0.006 0.048 0.022 0.0001
H 4.212 0.585 -1.552 -0.109 -0.007 0.021 -0.0007
N 2.950 -6.331 0.584 -0.052 -0.004 -0.255 0.0000
C 3.332 -5.596 -0.488 0.220 -0.311 0.128 0.0001
S 4.530 -6.078 -1.507 -0.050 0.024 0.137 -0.0004
C 2.629 -4.301 -0.642 -0.248 0.387 -0.130 -0.0019
C 2.055 -3.641 0.450 0.184 -0.165 -0.212 -0.0018
C 1.435 -2.426 0.244 -0.022 0.163 -0.146 0.0323
N 1.347 -1.853 -0.958 -0.215 -0.160 -0.009 -0.0035
C 1.861 -2.494 -2.012 -0.070 0.120 0.077 0.0033
C 2.522 -3.701 -1.897 -0.035 -0.190 0.300 0.0006
H 3.348 -7.253 0.667 0.034 0.016 -0.007 0.0000
H 2.038 -6.190 0.986 0.013 0.061 0.045 0.0000
H 2.123 -4.032 1.455 0.014 -0.039 0.007 0.0001
H 1.003 -1.871 1.068 -0.002 0.012 0.001 -0.0085
H 1.724 -2.007 -2.971 -0.013 -0.010 0.026 -0.0004
H 2.940 -4.185 -2.767 0.025 -0.028 -0.016 0.0001
C -2.723 -2.990 0.435 0.012 -0.050 0.050 -0.0022
C -2.852 -2.348 -0.916 -0.061 -0.010 0.030 0.0080
C -4.014 -2.478 -1.666 0.070 0.026 0.025 -0.0016
C -4.021 -1.831 -2.889 -0.088 -0.058 0.053 0.0010
N -2.994 -1.144 -3.350 -0.143 0.003 -0.181 -0.0003
C -1.905 -1.071 -2.569 0.023 -0.071 0.008 0.0057
S -0.570 -0.174 -3.196 0.292 0.017 0.324 -0.0236
N -1.811 -1.645 -1.347 0.092 0.134 -0.117 0.0181
H -3.245 -3.946 0.465 0.006 -0.016 0.006 -0.0002
H -3.167 -2.353 1.201 0.007 0.070 0.038 0.0001
H -1.670 -3.142 0.675 -0.028 0.017 -0.003 0.0008
H -4.862 -3.047 -1.314 -0.019 -0.016 0.023 0.0000
H -4.899 -1.869 -3.530 -0.002 -0.015 -0.010 -0.0001

---

# 3
72
Properties=species:S:1:pos:R:3:forces:R:3:lowdin_charge:R:1 method="wB97M-V/def2-TZVPD" de_lowest_kcal_mol=9.09 gap_ev=4.96 e_homo_ev=-11.510 charge=+1
Tl 1.756 -1.300 -2.151 -0.861 1.363 0.902 1.1882
O -0.627 1.590 0.980 0.751 -0.027 -0.311 -0.3483
C 0.259 0.743 0.333 -3.224 0.847 -0.521 -0.2829
C -0.386 -0.599 0.014 -2.269 1.483 -0.474 -0.2948
O 0.455 -1.355 -0.671 2.590 -3.635 -0.986 -0.3456
H 1.069 0.501 0.913 2.385 -0.515 1.585 0.0546
H 0.601 1.336 -0.534 0.325 -1.045 -0.644 0.1147
H -1.225 -0.480 -0.725 -0.540 0.454 1.550 0.1313
H -0.641 -1.316 0.877 -0.469 2.003 -0.311 0.1362
O 0.053 -2.656 -3.018 0.536 -0.896 -0.754 -0.0558
H 0.261 -3.400 -3.581 0.290 -0.520 -0.225 0.0851
H -0.897 -2.542 -3.204 -1.012 1.063 0.368 0.0539
O 1.690 2.493 2.401 0.360 -0.450 -1.146 -0.0350
H 1.189 2.904 3.098 -0.440 0.157 0.539 0.0706
H 1.021 2.283 1.714 -0.076 0.425 0.817 0.0138
O 2.824 -0.035 2.542 0.643 -1.932 -0.060 -0.0336
H 2.559 -0.391 3.398 0.167 0.142 -0.047 0.0603
H 2.413 0.814 2.526 -0.741 1.944 0.346 -0.0267
O -1.759 -4.161 2.109 0.645 0.966 -0.649 -0.0923
H -1.447 -3.344 2.542 -0.234 -0.676 0.367 -0.0236
H -1.708 -3.818 1.183 -0.697 -0.836 1.046 -0.0280
O 2.892 0.535 -2.569 2.325 1.348 -2.280 -0.0331
H 2.455 1.394 -2.644 -1.248 0.176 1.146 0.0595
H 3.627 0.779 -3.203 -0.303 -1.248 1.000 0.1569
O 1.746 4.205 -0.424 2.497 -0.224 -0.682 -0.0204
H 1.490 3.694 -1.187 -0.157 -0.125 0.151 -0.0307
H 0.994 4.385 0.095 -2.025 0.448 1.157 -0.0161
O -2.687 -2.204 -2.780 1.140 -1.052 -1.608 -0.0291
H -2.999 -1.373 -2.458 -0.527 0.870 0.755 -0.0117
H -2.501 -2.759 -2.020 -0.362 -0.155 0.808 0.0111
O 0.377 0.046 -3.333 -0.161 0.464 -1.294 -0.0400
H 0.744 0.466 -4.125 -0.313 0.044 0.128 0.0977
H -0.416 0.549 -3.106 -0.136 0.105 0.405 0.1022
O 3.136 -1.144 -0.351 1.352 0.350 -1.056 -0.0299
H 3.801 -0.547 -0.011 0.541 0.745 -0.282 0.0872
H 2.820 -1.562 0.432 -1.179 -1.159 1.738 0.0145
O -3.616 0.090 -1.513 -0.682 -0.552 2.196 -0.0266
H -3.988 0.599 -2.199 -0.864 0.962 -1.746 0.0542
H -4.276 0.229 -0.780 0.947 -0.658 -0.547 0.1292
O 2.349 -3.339 -1.842 0.654 -1.463 -0.275 0.0123
H 2.712 -3.829 -1.081 -0.147 0.555 0.197 0.1431
H 2.735 -3.738 -2.622 0.253 -0.566 -0.265 0.1043
O 1.565 -2.601 1.475 1.818 -1.649 0.785 -0.0049
H 1.664 -2.439 2.424 0.012 0.027 -0.522 0.0577
H 0.982 -1.964 1.134 -1.277 1.317 -0.529 -0.0309
O -3.018 -0.655 2.280 0.743 -1.322 -0.121 -0.0641
H -2.061 -0.750 2.143 -0.635 -0.079 0.281 -0.0254
H -3.176 0.231 1.924 -0.483 0.315 0.229 -0.0445
O -0.676 0.910 3.498 0.457 0.015 0.191 -0.0639
H -0.650 1.074 2.526 -0.180 0.142 0.452 -0.0205
H -0.764 -0.041 3.610 -0.043 0.132 -0.012 -0.0246
O 0.833 2.813 -2.589 -0.115 -0.367 -0.394 -0.0299
H 0.185 3.491 -2.383 -0.919 -0.085 0.445 0.0836
H 1.316 3.288 -3.253 0.729 0.436 -0.873 0.0725
O 3.358 1.819 0.099 -0.487 1.285 -0.737 -0.0536
H 2.746 2.594 0.256 0.995 -0.432 -0.192 0.0368
H 2.970 1.144 0.633 -0.275 -0.545 0.744 -0.0448
O -1.767 -3.317 -0.386 -0.138 -0.131 -0.821 -0.0100
H -1.166 -4.038 -0.593 0.095 -0.209 -0.080 0.0919
H -1.196 -2.547 -0.333 0.246 0.137 -0.145 0.0160
O -0.666 -1.980 3.511 1.094 -0.214 0.422 -0.0600
H -1.304 -2.020 4.237 -0.052 -0.024 0.048 0.1001
H 0.197 -2.276 3.880 -1.181 0.216 -0.074 0.0884
O -3.067 1.706 1.469 -0.731 0.038 0.447 -0.0398
H -2.140 1.599 1.185 0.558 0.043 0.110 -0.0246
H -3.428 2.332 0.870 -0.628 0.920 -0.685 0.0357
O -0.733 4.198 0.936 -0.722 1.398 -0.525 -0.0549
H -0.691 3.240 0.871 0.045 -1.052 0.307 -0.0373
H -1.638 4.407 0.629 0.736 0.040 0.293 0.0665
O -2.262 2.382 -1.231 1.028 -0.751 0.189 -0.0873
H -1.483 2.107 -0.671 -0.825 0.604 -0.163 0.0153
H -2.786 1.552 -1.174 0.400 0.615 -0.110 -0.0206